{
  "formula": "C26H46NO2P3Pt",
  "method": "wB97M-V/def2-TZVPD",
  "symbols": ["P", "C", "H", "H", "H", "C", "H", "H", "H", "C", "H", "H", "H", "P", "C", "H", "H", "H", "C", "H", "H", "H", "C", "H", "H", "H", "P", "C", "H", "H", "H", "C", "H", "H", "H", "C", "H", "H", "H", "Pt", "C", "O", "C", "O", "C", "C", "C", "C", "C", "C", "H", "H", "H", "H", "H", "H", "C", "N", "C", "C", "C", "C", "C", "C", "C", "C", "H", "H", "H", "H", "H", "H", "H", "H", "H", "H", "H", "H", "H"],
  "xyz": [[3.694, -0.432, 0.421], [3.960, -0.564, 2.182], [5.060, -0.608, 2.321], [3.477, -1.486, 2.566], [3.524, 0.328, 2.681], [3.672, -1.990, -0.449], [3.169, -1.906, -1.425], [3.156, -2.759, 0.141], [4.720, -2.292, -0.596], [4.546, 0.846, -0.506], [5.592, 0.532, -0.633], [4.491, 1.791, 0.059], [4.061, 0.978, -1.492], [-0.855, 2.832, -0.464], [-0.785, 3.268, 1.308], [-1.165, 4.304, 1.390], [0.264, 3.187, 1.650], [-1.425, 2.560, 1.869], [0.224, 3.937, -1.421], [0.168, 3.681, -2.491], [1.258, 3.782, -1.070], [-0.112, 4.966, -1.236], [-2.559, 2.992, -1.076], [-2.786, 4.066, -1.146], [-3.227, 2.482, -0.364], [-2.638, 2.503, -2.062], [-2.813, -2.489, 0.377], [-3.174, -2.610, 2.121], [-3.685, -3.586, 2.259], [-3.836, -1.769, 2.418], [-2.218, -2.586, 2.689], [-4.120, -1.990, -0.749], [-4.879, -2.784, -0.744], [-3.712, -1.853, -1.767], [-4.554, -1.039, -0.400], [-1.857, -3.838, -0.304], [-2.570, -4.584, -0.689], [-1.229, -4.301, 0.469], [-1.203, -3.500, -1.124], [-0.006, 0.166, -1.575], [1.845, 0.245, 0.121], [1.535, 1.044, 0.948], [-1.683, -0.858, 0.131], [-2.038, 0.065, 0.792], [-1.347, -0.148, -3.151], [-0.731, -1.388, -2.817], [0.687, -1.480, -2.738], [1.507, -0.317, -2.909], [0.895, 0.913, -3.299], [-0.524, 0.978, -3.448], [-2.431, -0.020, -3.030], [-1.350, -2.240, -2.498], [1.150, -2.422, -2.405], [2.566, -0.347, -2.624], [1.490, 1.835, -3.296], [-1.005, 1.951, -3.612], [-0.640, 0.299, 6.190], [-1.103, -0.275, 4.894], [-2.497, 0.162, 4.598], [-0.122, 0.028, 3.735], [0.336, -1.232, 3.074], [0.853, -2.304, 3.853], [1.241, -3.485, 3.227], [1.191, -3.606, 1.839], [0.722, -2.521, 1.052], [0.269, -1.430, 1.713], [-0.660, 1.391, 6.117], [0.379, -0.047, 6.385], [-1.311, -0.042, 6.986], [-1.134, -1.300, 5.018], [-2.519, 1.257, 4.566], [-2.809, -0.251, 3.634], [-3.149, -0.207, 5.397], [-0.642, 0.692, 3.037], [0.705, 0.598, 4.183], [0.941, -2.188, 4.940], [1.604, -4.323, 3.830], [1.514, -4.531, 1.354], [0.729, -2.607, -0.034]],
  "multiplicity": 5,
  "total_charge": 4,
  "energy_ev": -64359.5747,
  "orbital_gap_ev": [6.121, 4.737],
  "homo_energy_ev": [-17.19, -18.37]
}

{
  "formula": "C19H23I2N8ORuS2",
  "method": "wB97M-V/def2-TZVPD",
  "symbols": ["Ru", "I", "C", "C", "C", "I", "C", "O", "C", "C", "N", "C", "C", "C", "C", "C", "C", "N", "C", "H", "H", "H", "H", "H", "H", "H", "H", "H", "H", "H", "C", "C", "N", "N", "C", "S", "N", "N", "H", "H", "H", "H", "H", "H", "S", "C", "N", "C", "C", "N", "H", "H", "H", "H", "H", "H"],
  "xyz": [[-0.321, -0.401, 0.034], [6.826, -2.379, -2.735], [4.817, -1.852, -2.376], [3.789, -2.507, -3.054], [2.498, -2.107, -2.838], [0.893, -3.010, -3.844], [2.147, -1.064, -1.925], [0.937, -0.704, -1.808], [3.228, -0.459, -1.203], [2.916, 0.600, -0.178], [1.978, 0.072, 0.820], [1.856, 0.874, 2.036], [0.861, 0.225, 2.976], [0.916, 0.387, 4.357], [0.011, -0.298, 5.155], [-0.921, -1.124, 4.546], [-0.935, -1.208, 3.165], [-0.072, -0.541, 2.405], [4.523, -0.845, -1.449], [3.998, -3.316, -3.738], [2.458, 1.477, -0.656], [3.858, 0.911, 0.295], [2.293, -0.866, 1.088], [1.507, 1.876, 1.750], [2.828, 0.994, 2.538], [1.659, 1.026, 4.806], [0.036, -0.201, 6.230], [-1.624, -1.698, 5.124], [-1.653, -1.836, 2.651], [5.338, -0.355, -0.936], [-3.433, -1.873, -4.410], [-2.870, -2.654, -3.299], [-2.895, -3.933, -3.114], [-2.269, -4.172, -1.952], [-1.838, -3.038, -1.381], [-1.089, -2.837, 0.111], [-2.217, -2.050, -2.239], [-1.896, -0.717, -2.077], [-3.905, -2.536, -5.126], [-2.654, -1.305, -4.915], [-4.177, -1.169, -4.041], [-2.155, -5.122, -1.622], [-1.200, -0.432, -2.772], [-2.724, -0.128, -2.161], [-1.935, 1.551, -0.079], [-1.808, 3.021, 0.742], [-1.259, 3.255, 1.936], [-1.419, 4.651, 2.328], [-2.038, 5.299, 1.071], [-2.259, 4.149, 0.213], [-1.040, 2.533, 2.601], [-0.449, 5.081, 2.579], [-2.071, 4.736, 3.199], [-1.356, 6.001, 0.581], [-2.982, 5.812, 1.278], [-2.702, 4.207, -0.689]],
  "multiplicity": 2,
  "total_charge": 2,
  "energy_ev": -74483.1358,
  "orbital_gap_ev": [4.694, 4.752],
  "homo_energy_ev": [-12.39, -12.30]
}

{
  "formula": "CNO4S",
  "method": "wB97M-V/def2-TZVPD",
  "symbols": ["C", "N", "O", "O", "O", "O", "S"],
  "xyz": [[-1.369, -0.280, -0.172], [1.275, 0.125, 0.209], [2.214, 0.640, 0.791], [-1.515, -1.434, -0.398], [1.223, -0.167, -0.986], [0.195, -0.016, 0.890], [-2.022, 1.132, -0.335]],
  "multiplicity": 1,
  "total_charge": -1,
  "energy_ev": -21550.5514,
  "orbital_gap_ev": 8.553,
  "homo_energy_ev": -5.04
}

{
  "formula": "C20H14BClF4N6O4Rh",
  "method": "wB97M-V/def2-TZVPD",
  "symbols": ["Rh", "N", "C", "C", "C", "C", "C", "C", "C", "N", "C", "C", "N", "C", "H", "H", "H", "H", "H", "H", "H", "N", "C", "C", "C", "C", "C", "C", "C", "N", "C", "C", "N", "C", "H", "H", "H", "H", "H", "H", "H", "F", "B", "F", "F", "F", "O", "Cl", "O", "O", "O"],
  "xyz": [[0.795, -2.554, -1.871], [1.500, 1.952, 7.708], [1.354, 1.305, 6.771], [1.173, 0.500, 5.593], [0.790, -0.831, 5.708], [0.622, -1.606, 4.574], [0.837, -1.044, 3.326], [1.214, 0.286, 3.200], [1.384, 1.056, 4.335], [0.665, -1.854, 2.148], [0.201, -3.154, 2.108], [0.195, -3.533, 0.810], [0.677, -2.479, 0.066], [0.927, -1.475, 0.890], [0.626, -1.262, 6.686], [0.332, -2.639, 4.689], [1.373, 0.745, 2.235], [1.678, 2.093, 4.248], [-0.099, -3.698, 2.982], [-0.086, -4.472, 0.367], [1.329, -0.522, 0.603], [-4.304, 6.617, -2.992], [-3.577, 5.741, -2.853], [-2.664, 4.642, -2.678], [-1.295, 4.877, -2.631], [-0.415, 3.820, -2.476], [-0.916, 2.533, -2.364], [-2.281, 2.285, -2.397], [-3.154, 3.345, -2.557], [0.002, 1.431, -2.208], [1.365, 1.513, -1.999], [1.835, 0.247, -1.911], [0.761, -0.608, -2.083], [-0.326, 0.135, -2.242], [-0.918, 5.886, -2.721], [0.645, 4.023, -2.458], [-2.685, 1.289, -2.285], [-4.220, 3.166, -2.584], [1.894, 2.445, -1.943], [2.846, -0.104, -1.801], [-1.311, -0.256, -2.414], [-3.558, -3.198, -1.758], [-2.862, -2.271, -1.141], [-2.361, -2.483, 0.074], [-2.987, -0.996, -1.540], [-1.094, -2.723, -2.154], [4.117, -4.217, -3.023], [2.887, -3.683, -2.649], [2.035, -4.592, -1.867], [2.077, -3.185, -3.771], [2.974, -2.494, -1.749]],
  "multiplicity": 1,
  "total_charge": 1,
  "energy_ev": -65165.0527,
  "orbital_gap_ev": 7.669,
  "homo_energy_ev": -12.61
}